Entry from the Open Molecules 2025 dataset: C42H105CrLiN7O8PS as an isolated structure (ωB97M-V/def2-TZVPD).

Last column: Löwdin spin population.
CARTESIAN COORDINATES (ANGSTROEM)
Cr: -1.796 -0.096 2.625  2.92
S: -0.369 0.137 0.376  0.01
P: -3.579 0.892 3.782  0.02
O: -4.814 1.647 4.347  0.00
O: 0.687 -0.755 -0.121  0.00
O: -1.561 -0.612 0.747  0.03
O: -0.617 1.103 -0.649  0.00
O: -3.488 -0.615 3.399  -0.01
O: -3.151 1.265 2.339  -0.02
O: -0.186 0.687 1.721  0.02
O: -2.096 0.952 4.241  -0.01
N: -0.839 -1.769 3.526  0.01
N: -2.539 5.571 2.944  0.00
N: -6.505 -2.169 -2.397  0.00
N: 3.975 2.823 2.105  0.00
N: 0.049 -1.034 -3.340  0.00
N: 2.559 1.527 -2.197  0.00
N: 2.979 -4.694 -2.363  0.00
C: 0.009 -2.473 -3.117  0.00
C: -2.938 7.002 3.023  0.00
C: 4.437 4.025 2.783  0.00
C: 3.367 1.888 -3.409  0.00
C: 0.689 -1.271 -5.755  0.00
C: 4.147 -4.730 -3.232  0.00
C: 3.389 -4.445 -0.973  0.00
C: 3.394 0.726 -1.191  0.00
C: -3.340 5.032 5.198  0.00
C: -1.184 1.020 -3.973  0.00
C: -4.683 -1.986 -0.734  0.00
C: 1.463 -6.057 -3.755  0.00
C: -0.109 -2.502 5.916  0.00
C: 4.794 1.678 2.487  0.00
C: 1.884 2.656 -1.530  0.00
C: -7.558 -2.672 -1.520  0.00
C: -1.754 -2.982 3.503  0.00
C: -1.091 3.997 1.547  0.00
C: -1.088 -2.911 -2.173  0.00
C: -0.697 -1.398 4.972  0.01
C: 0.445 -2.281 2.911  0.00
C: -4.755 -2.751 -4.119  0.00
C: -1.932 7.909 3.770  0.00
C: 2.569 2.771 -4.428  0.00
C: 6.193 1.719 1.877  0.00
C: 2.197 2.329 3.920  0.00
C: 1.682 -1.337 3.155  0.00
C: -5.821 -3.219 -3.192  0.00
C: 3.612 5.196 2.370  0.00
C: -2.165 4.943 4.185  0.00
C: 2.577 2.578 2.403  0.00
C: 2.779 3.816 -1.139  0.00
C: -1.492 5.462 1.955  0.00
C: -5.644 -1.258 -1.683  0.00
C: 4.585 -3.356 -3.583  0.00
C: -8.773 -3.188 -2.290  0.00
C: 2.222 -5.951 -2.456  0.00
C: 3.712 -0.697 -1.632  0.00
C: 2.238 -3.765 -0.215  0.00
C: -1.263 -0.506 -3.674  0.00
C: -2.215 -3.366 2.099  0.00
C: 1.140 -0.860 -4.342  0.00
Li: 0.783 0.174 -1.777  0.00
H: -0.338 -0.980 -5.974  0.00
H: 4.097 6.095 2.749  0.00
H: 2.429 3.732 -3.933  0.00
H: -0.737 -3.392 5.924  0.00
H: -4.997 -0.691 -2.353  0.00
H: -3.097 7.415 2.027  0.00
H: -1.778 -1.090 -4.436  0.00
H: -0.392 4.050 0.713  0.00
H: 1.526 -0.295 2.875  0.00
H: -0.039 -2.115 6.933  0.00
H: -3.718 6.041 5.359  0.00
H: -0.532 3.495 2.338  0.00
H: -2.940 -2.686 1.652  0.00
H: -0.096 -0.493 5.064  0.00
H: 6.202 1.708 0.787  0.00
H: 4.264 2.495 -3.292  0.00
H: 3.436 3.517 -0.322  0.00
H: -0.929 -3.931 -1.825  0.00
H: 2.857 1.576 4.350  0.00
H: -2.130 1.328 -4.419  0.00
H: -8.462 -4.036 -2.900  0.00
H: -0.927 7.779 3.368  0.00
H: -1.288 -3.856 3.957  0.00
H: -1.847 5.952 1.049  0.00
H: -1.864 3.360 1.117  0.00
H: 4.430 0.738 2.071  0.00
H: 2.918 0.662 -0.213  0.00
H: -5.106 -2.024 -4.852  0.00
H: 0.724 -3.269 3.276  0.00
H: -4.235 4.478 4.913  0.00
H: 2.417 3.236 4.482  0.00
H: 1.917 -1.345 4.219  0.00
H: -6.608 -3.702 -3.770  0.00
H: -5.408 -3.985 -2.536  0.00
H: -1.946 -0.661 -2.840  0.00
H: -2.263 8.942 3.873  0.00
H: -5.269 -2.551 -0.009  0.00
H: -3.982 -2.677 -1.203  0.00
H: 1.002 -2.731 -2.747  0.00
H: 3.649 -5.352 -0.428  0.00
H: 3.386 4.092 -2.001  0.00
H: -1.395 -3.510 1.395  0.00
H: 3.701 0.949 -3.849  0.00
H: 4.930 -2.823 -2.697  0.00
H: 3.597 5.330 1.289  0.00
H: 4.872 1.587 3.570  0.00
H: -4.044 -1.299 -0.180  0.00
H: -1.153 -2.189 -1.359  0.00
H: -1.018 1.513 -3.016  0.00
H: 4.339 1.267 -1.141  0.00
H: -1.681 -1.142 5.367  0.00
H: 1.861 3.289 1.992  0.00
H: -3.968 7.075 3.373  0.00
H: -1.898 7.688 4.837  0.00
H: 0.909 -2.766 5.629  0.00
H: 1.353 2.291 -0.650  0.00
H: 2.626 5.253 2.832  0.00
H: -0.656 6.069 2.305  0.00
H: 1.325 0.214 -4.337  0.00
H: 4.431 -0.585 -2.445  0.00
H: -7.147 -3.480 -0.914  0.00
H: 1.808 -2.878 -0.680  0.00
H: 3.789 -2.834 -4.113  0.00
H: 1.431 -4.474 -0.030  0.00
H: 2.177 4.608 -0.692  0.00
H: 1.190 -0.730 -6.559  0.00
H: 0.585 -5.412 -3.753  0.00
H: -9.457 -3.500 -1.501  0.00
H: 4.876 -5.388 -2.758  0.00
H: 5.504 -3.432 -4.165  0.00
H: 4.224 -3.747 -0.896  0.00
H: 2.883 -1.307 -1.988  0.00
H: 2.318 1.677 1.847  0.00
H: 2.520 -3.508 0.806  0.00
H: -1.308 5.433 4.648  0.00
H: 2.872 -6.816 -2.327  0.00
H: -2.084 -2.867 -2.613  0.00
H: 1.016 2.996 -2.095  0.00
H: -2.584 -2.723 4.161  0.00
H: -2.635 -4.372 2.109  0.00
H: -1.834 3.912 4.060  0.00
H: 4.165 -1.198 -0.777  0.00
H: 0.302 -2.410 1.839  0.00
H: 1.595 2.384 -4.727  0.00
H: 6.798 2.600 2.093  0.00
H: -0.414 1.287 -4.697  0.00
H: 5.482 4.202 2.531  0.00
H: 2.559 -1.613 2.569  0.00
H: 2.026 -1.432 -4.065  0.00
H: 3.984 -5.244 -4.179  0.00
H: -3.966 -2.242 -3.566  0.00
H: 1.086 -7.074 -3.868  0.00
H: -2.967 4.650 6.148  0.00
H: 0.029 -3.047 -4.043  0.00
H: 4.472 3.814 3.851  0.00
H: -9.321 -2.412 -2.825  0.00
H: 1.138 2.074 3.956  0.00
H: 3.162 2.968 -5.321  0.00
H: 0.894 -2.314 -5.995  0.00
H: -4.272 -3.553 -4.677  0.00
H: -7.919 -1.920 -0.818  0.00
H: 1.535 -6.078 -1.619  0.00
H: -6.234 -0.482 -1.195  0.00
H: 2.056 -5.802 -4.634  0.00
H: 6.694 0.826 2.250  0.00

Values from the calculation:
Kohn-Sham gap (alpha / beta) ... 6.045 / 6.013 eV
⟨S²⟩ ... 3.783
2S+1 ... 4
Calculated total energy ... -4440.23135 Ha
HOMO (alpha / beta) ... -4.40 / -4.37 eV
Maximum force ... 4.6 eV Å⁻¹
Energy relative to the best compared isomer or geometry (same formula, charge and spin) ... 0.0 kcal/mol
Charge ... -1